--- i ---
{"formula": "C11H16IN2", "method": "wB97M-V/def2-TZVPD", "orbital_gap_ha": 0.1816, "mol_weight_g_mol": 303.167, "total_charge": 1, "homo_ev": -9.57, "species": ["C", "C", "C", "C", "C", "C", "C", "C", "C", "C", "C", "N", "N", "I", "H", "H", "H", "H", "H", "H", "H", "H", "H", "H", "H", "H", "H", "H", "H", "H"], "xyz": [[0.59, -3.41, 0.53], [1.52, -3.22, -0.46], [-0.10, -2.24, 0.98], [1.85, -1.95, -0.88], [0.27, -0.94, 0.68], [1.39, -0.76, -0.35], [-0.51, 0.26, 1.19], [1.88, 0.49, -0.78], [-2.02, 0.05, 0.80], [3.18, 1.86, -2.16], [-4.33, 0.87, 1.15], [2.54, 0.63, -1.90], [-2.83, 1.25, 1.10], [-2.30, -0.61, -1.32], [0.39, -4.37, 1.01], [2.19, -4.05, -0.83], [-0.96, -2.56, 1.59], [2.51, -1.92, -1.72], [-0.42, 0.38, 2.21], [-0.09, 1.21, 0.71], [1.76, 1.48, -0.19], [3.96, 1.72, -2.94], [2.51, 2.57, -2.55], [3.57, 2.25, -1.20], [-4.93, 1.03, 0.24], [-4.36, -0.16, 1.25], [-4.75, 1.56, 1.83], [2.42, -0.21, -2.60], [-2.46, 1.56, 2.04], [-2.62, 1.95, 0.39]], "mulliken_charge": [-0.51, -0.86, -0.22, -0.62, -0.09, 0.73, 0.00, 0.05, -1.20, -0.83, -0.79, -0.10, 0.08, -0.11, 0.41, 0.32, 0.37, 0.35, 0.52, -0.01, 0.31, 0.31, 0.36, 0.35, 0.32, 0.33, 0.39, 0.32, 0.39, 0.43]}

=====

--- ii ---
{"formula": "C11H16IN2", "method": "wB97M-V/def2-TZVPD", "smiles": "CN[C@@]1(I)Cc2ccccc2[C@H]1[NH2+]C", "orbital_gap_ha": 0.3306, "mol_weight_g_mol": 303.167, "total_charge": 1, "homo_ev": -12.18, "species": ["C", "N", "C", "I", "C", "C", "C", "C", "C", "C", "C", "C", "N", "C", "H", "H", "H", "H", "H", "H", "H", "H", "H", "H", "H", "H", "H", "H", "H", "H"], "xyz": [[1.90, -2.68, -1.48], [1.06, -2.09, -0.40], [1.06, -0.73, -0.25], [3.20, 0.08, 0.37], [0.50, 0.17, -1.62], [-0.02, 1.38, -1.01], [-0.28, 2.67, -1.53], [-0.91, 3.58, -0.74], [-0.98, 3.39, 0.60], [-0.56, 2.25, 1.15], [-0.27, 1.20, 0.36], [0.08, -0.19, 0.82], [-1.21, -0.93, 1.01], [-1.32, -2.05, 2.01], [2.29, -3.68, -1.21], [1.27, -2.73, -2.37], [2.74, -1.97, -1.52], [1.03, -2.46, 0.51], [-0.31, -0.53, -1.96], [1.10, 0.32, -2.49], [-0.03, 2.88, -2.55], [-1.30, 4.44, -1.11], [-1.18, 4.24, 1.24], [-0.79, 2.12, 2.29], [0.51, -0.23, 1.78], [-1.90, -0.33, 1.42], [-1.65, -1.36, 0.19], [-0.80, -2.81, 1.47], [-0.83, -1.78, 2.90], [-2.37, -2.20, 2.14]], "mulliken_charge": [-0.78, -0.22, -0.88, 0.10, -0.84, 0.60, -0.86, -0.67, -0.48, -0.43, 0.07, 0.15, -0.15, -0.95, 0.35, 0.27, 0.30, 0.24, 0.34, 0.47, 0.47, 0.53, 0.39, 0.26, 0.73, 0.45, 0.42, 0.35, 0.37, 0.41]}

=====

Computed energies relative to the best structure, in kJ/mol: i 247.0; ii 0.0

=====

--- i ---
{"formula": "C37H51N4OP2Tc", "method": "wB97M-V/def2-TZVPD", "orbital_gap_ha": [0.2760, 0.1707], "mol_weight_g_mol": 727.790, "multiplicity": 4, "total_charge": 3, "homo_ev": [-17.12, -16.93], "species": ["C", "C", "C", "C", "C", "H", "H", "H", "N", "P", "P", "C", "H", "H", "C", "O", "C", "H", "C", "C", "C", "C", "C", "H", "H", "H", "C", "H", "H", "H", "C", "H", "H", "H", "C", "H", "H", "H", "C", "H", "H", "H", "C", "H", "H", "H", "C", "H", "H", "H", "C", "H", "H", "H", "C", "H", "H", "H", "C", "H", "H", "H", "C", "H", "H", "H", "C", "H", "H", "H", "Tc", "N", "C", "C", "C", "C", "C", "H", "C", "H", "C", "H", "H", "H", "N", "C", "C", "C", "C", "N", "C", "C", "H", "H", "H", "H"], "xyz": [[-0.81, 2.62, -0.99], [-1.78, 0.71, -1.93], [-1.57, 3.43, -1.85], [-2.66, 1.48, -2.72], [-2.54, 2.87, -2.66], [-1.37, 4.48, -1.82], [-3.23, 0.95, -3.51], [-3.18, 3.48, -3.28], [-1.19, 1.31, -0.80], [0.65, 2.05, 1.24], [-0.90, -1.94, -1.36], [0.43, 3.15, -0.26], [1.35, 3.21, -0.89], [0.21, 4.19, 0.01], [1.06, -1.50, 1.19], [1.70, -2.44, 1.54], [-1.23, -0.53, -2.48], [-1.88, -0.87, -3.28], [-0.21, -3.15, -2.69], [-2.11, -2.91, -0.22], [2.52, 2.20, 1.40], [-0.42, 3.06, 2.47], [1.21, -3.49, -2.16], [1.22, -3.72, -1.05], [1.59, -4.39, -2.71], [1.89, -2.63, -2.35], [-1.06, -4.39, -2.91], [-1.19, -5.04, -2.05], [-2.04, -4.10, -3.32], [-0.55, -4.97, -3.69], [-0.20, -2.56, -4.11], [0.50, -3.16, -4.72], [-1.20, -2.59, -4.59], [0.12, -1.52, -4.16], [-1.22, -4.03, 0.44], [-0.31, -3.61, 0.90], [-1.79, -4.53, 1.24], [-0.91, -4.82, -0.28], [-2.65, -1.90, 0.86], [-1.81, -1.34, 1.35], [-3.38, -1.16, 0.43], [-3.14, -2.47, 1.68], [-3.33, -3.50, -0.96], [-3.09, -4.28, -1.71], [-3.95, -3.99, -0.19], [-3.94, -2.70, -1.45], [0.00, 2.73, 3.92], [-0.77, 3.17, 4.58], [0.02, 1.65, 4.11], [0.96, 3.19, 4.19], [-1.88, 2.64, 2.22], [-2.21, 2.92, 1.21], [-2.01, 1.55, 2.36], [-2.50, 3.15, 2.96], [-0.34, 4.59, 2.29], [-0.77, 5.06, 3.19], [0.68, 4.96, 2.19], [-0.94, 4.94, 1.44], [3.24, 1.70, 0.13], [3.00, 2.31, -0.75], [4.32, 1.76, 0.29], [2.98, 0.67, -0.11], [2.98, 1.32, 2.58], [2.79, 0.25, 2.37], [4.06, 1.45, 2.73], [2.45, 1.57, 3.52], [2.90, 3.66, 1.62], [2.56, 4.29, 0.79], [2.52, 4.07, 2.56], [4.00, 3.74, 1.65], [0.05, -0.04, 0.49], [1.05, 0.01, -1.17], [0.63, -0.16, -2.39], [1.49, 0.10, -3.57], [2.79, -0.40, -3.36], [1.12, 0.82, -4.75], [3.76, -0.11, -4.31], [2.99, -1.05, -2.49], [2.12, 1.09, -5.67], [0.09, 1.09, -4.95], [3.45, 0.64, -5.46], [4.77, -0.53, -4.14], [1.91, 1.61, -6.62], [4.23, 0.83, -6.18], [-1.78, -3.09, 7.95], [-1.49, -2.45, 7.02], [-1.18, -1.70, 5.84], [-2.18, -1.09, 5.08], [-1.85, -0.52, 3.86], [-0.61, -0.57, 3.35], [0.38, -1.06, 4.12], [0.13, -1.60, 5.38], [-3.21, -1.07, 5.42], [-2.65, -0.06, 3.27], [1.39, -1.06, 3.69], [0.97, -1.95, 5.95]], "mulliken_charge": [0.09, 0.00, -0.86, -1.37, -0.95, 0.61, 0.56, 0.51, 0.97, 2.08, 1.11, -1.49, 0.51, 0.70, -0.14, -0.24, -0.91, 1.14, 1.92, 1.42, 1.32, 2.35, -1.40, 0.18, 0.54, 0.22, -2.03, 0.43, 0.47, 0.51, -1.81, 0.61, 0.38, 0.18, -1.13, 0.05, 0.55, 0.24, -1.09, -0.18, 0.38, 0.67, -1.61, 0.36, 0.50, 0.37, -1.56, 0.58, 0.11, 0.35, -1.39, 0.24, -0.12, 0.66, -1.79, 0.53, 0.31, 0.45, -1.73, 0.39, 0.65, -0.01, -1.29, 0.10, 0.54, 0.30, -1.57, 0.30, 0.36, 0.54, -0.71, 0.72, -0.55, 0.69, -0.24, 0.01, -1.09, 0.03, -0.97, 0.55, -0.50, 0.44, 0.46, 0.50, -0.35, -0.39, 0.48, -0.96, -0.07, 0.51, -0.13, -0.94, 0.56, 0.41, 0.28, 0.58]}

=====

--- ii ---
{"formula": "C37H51N4OP2Tc", "method": "wB97M-V/def2-TZVPD", "orbital_gap_ha": [0.2937, 0.1964], "mol_weight_g_mol": 727.790, "multiplicity": 4, "total_charge": 3, "homo_ev": [-17.19, -17.07], "species": ["C", "C", "C", "C", "C", "H", "H", "H", "N", "P", "P", "C", "H", "H", "C", "H", "C", "C", "C", "C", "C", "H", "H", "H", "C", "H", "H", "H", "C", "H", "H", "H", "C", "H", "H", "H", "C", "H", "H", "H", "C", "H", "H", "H", "C", "H", "H", "H", "C", "H", "H", "H", "C", "H", "H", "H", "C", "H", "H", "H", "C", "H", "H", "H", "C", "H", "H", "H", "Tc", "C", "O", "N", "C", "C", "C", "C", "C", "H", "C", "H", "C", "H", "H", "H", "N", "C", "C", "C", "C", "N", "C", "C", "H", "H", "H", "H"], "xyz": [[1.87, -1.85, -1.60], [1.50, 0.24, -2.56], [2.79, -2.18, -2.60], [2.34, -0.05, -3.62], [3.00, -1.28, -3.64], [3.29, -3.15, -2.53], [2.45, 0.70, -4.41], [3.64, -1.54, -4.49], [1.33, -0.62, -1.52], [-0.27, -2.40, 0.07], [0.68, 2.18, -0.74], [1.39, -2.87, -0.59], [1.36, -3.86, -1.06], [2.12, -2.93, 0.24], [0.59, 1.43, -2.50], [0.81, 2.18, -3.26], [-0.59, 3.61, -0.89], [2.41, 2.94, -0.64], [-1.43, -3.17, -1.23], [-0.30, -3.44, 1.66], [-1.90, 3.15, -0.24], [-1.77, 2.94, 0.83], [-2.65, 3.96, -0.35], [-2.32, 2.26, -0.72], [-0.12, 4.86, -0.16], [0.06, 4.68, 0.90], [0.78, 5.30, -0.61], [-0.92, 5.62, -0.24], [-0.90, 4.00, -2.36], [-1.52, 4.91, -2.33], [-0.01, 4.24, -2.95], [-1.47, 3.22, -2.88], [2.58, 3.50, 0.80], [1.96, 2.97, 1.54], [3.62, 3.36, 1.14], [2.35, 4.57, 0.86], [3.52, 1.90, -0.86], [3.42, 1.03, -0.20], [3.57, 1.56, -1.91], [4.48, 2.39, -0.62], [2.57, 4.03, -1.73], [1.74, 4.10, -2.44], [2.72, 5.01, -1.27], [3.46, 3.82, -2.33], [-1.72, -3.43, 2.26], [-1.65, -3.50, 3.36], [-2.25, -2.49, 2.05], [-2.34, -4.27, 1.93], [0.65, -2.78, 2.68], [1.69, -2.78, 2.34], [0.33, -1.75, 2.92], [0.60, -3.36, 3.61], [0.19, -4.89, 1.47], [0.66, -5.23, 2.40], [-0.64, -5.58, 1.26], [0.96, -5.01, 0.68], [-1.25, -2.55, -2.64], [-1.49, -3.32, -3.40], [-1.91, -1.69, -2.79], [-0.22, -2.22, -2.84], [-2.87, -2.90, -0.77], [-3.03, -1.82, -0.59], [-3.55, -3.20, -1.57], [-3.14, -3.46, 0.13], [-1.17, -4.68, -1.34], [-0.13, -4.91, -1.62], [-1.42, -5.23, -0.43], [-1.80, -5.09, -2.14], [-0.11, 0.00, 0.04], [1.50, -0.11, 1.08], [2.47, -0.19, 1.73], [-1.34, 0.33, -1.54], [-0.85, 0.87, -2.60], [-1.57, 0.93, -3.91], [-2.97, 0.83, -3.89], [-0.90, 1.11, -5.13], [-3.70, 1.00, -5.06], [-3.46, 0.64, -2.93], [-1.63, 1.24, -6.31], [0.20, 1.14, -5.15], [-3.03, 1.20, -6.28], [-4.79, 0.98, -5.03], [-1.10, 1.37, -7.26], [-3.60, 1.33, -7.20], [0.13, -0.24, 7.23], [-0.21, 0.06, 6.15], [-0.61, 0.45, 4.81], [-1.63, -0.20, 4.11], [-1.70, -0.04, 2.72], [-0.80, 0.72, 2.05], [-0.14, 1.65, 2.78], [0.02, 1.52, 4.16], [-2.35, -0.84, 4.62], [-2.51, -0.51, 2.13], [0.26, 2.51, 2.25], [0.65, 2.22, 4.69]], "mulliken_charge": [-0.80, -1.08, -0.88, -0.37, -1.19, 0.65, 0.68, 0.52, 2.02, 2.06, 0.67, -2.04, 1.08, 0.58, -1.55, 1.56, 2.33, 2.12, 1.57, 2.32, -1.58, 0.30, 0.62, 0.14, -1.57, 0.26, 0.36, 0.55, -1.37, 0.63, 0.15, 0.27, -1.27, 0.12, 0.46, 0.38, -1.90, 0.19, 0.46, 0.70, -1.50, 0.27, 0.48, 0.35, -1.75, 0.44, 0.21, 0.39, -1.82, 0.28, 0.07, 0.79, -1.59, 0.51, 0.50, 0.20, -1.70, 0.57, 0.28, 0.28, -1.63, 0.25, 0.50, 0.30, -1.30, 0.30, 0.28, 0.54, -2.15, 0.44, -0.29, -0.18, 0.53, 0.13, -0.25, -0.23, -0.88, 0.42, -0.84, 0.36, -0.57, 0.46, 0.48, 0.45, -0.33, -0.45, 0.49, -0.35, -0.97, 0.65, 0.16, -0.57, 0.61, 0.77, -0.08, 0.59]}

=====

Computed energies relative to the best structure, in kJ/mol: i 461.8; ii 0.0